(1)
{"formula": "C28H22ClN4OS4Zr", "method": "ωB97M-V with the def2-TZVPD basis set", "species": ["Zr", "C", "C", "N", "N", "C", "S", "S", "C", "C", "C", "C", "C", "C", "C", "C", "C", "C", "C", "C", "C", "O", "H", "H", "H", "H", "H", "H", "H", "H", "H", "H", "H", "H", "H", "H", "S", "C", "N", "C", "C", "C", "C", "C", "C", "S", "H", "H", "H", "H", "Cl", "C", "C", "C", "C", "N", "C", "H", "H", "H", "H"], "xyz": [[0.3620, 0.9331, -0.0067], [-3.2779, -1.4711, 0.4897], [-2.3538, -0.3200, 0.2829], [-1.1742, -0.4815, -0.2167], [-0.6820, -1.7316, -0.5493], [0.3590, -1.6943, -1.3226], [1.0810, -0.2699, -2.0862], [1.1208, -3.1940, -1.7582], [0.0068, -4.3854, -0.9837], [-1.3879, -4.5055, -1.5605], [-1.8534, -3.7632, -2.6356], [-3.1578, -3.9209, -3.0883], [-4.0100, -4.8232, -2.4721], [-3.5493, -5.5744, -1.3987], [-2.2486, -5.4147, -0.9487], [-2.7393, 1.0517, 0.6545], [-3.8514, 1.2474, 1.4870], [-4.3167, 2.5029, 1.8027], [-3.6891, 3.6234, 1.2612], [-2.5935, 3.4745, 0.4373], [-2.0907, 2.2084, 0.1415], [-0.9989, 2.1327, -0.6583], [-2.9664, -2.3184, -0.1161], [-4.3026, -1.1963, 0.2492], [-3.2417, -1.7714, 1.5410], [-0.0475, -4.1350, 0.0754], [0.5402, -5.3337, -1.0738], [-1.2022, -3.0609, -3.1407], [-3.5035, -3.3358, -3.9307], [-5.0236, -4.9476, -2.8293], [-4.2014, -6.2895, -0.9148], [-1.8942, -6.0028, -0.1095], [-4.3512, 0.3820, 1.9017], [-5.1717, 2.6149, 2.4539], [-4.0625, 4.6145, 1.4820], [-2.0953, 4.3276, -0.0041], [0.2504, 0.1950, 2.5259], [1.9108, 0.0031, 2.0878], [2.2863, 0.2735, 0.8538], [3.6705, 0.2090, 0.6972], [4.3827, 0.4774, -0.4668], [5.7600, 0.3738, -0.4306], [6.4259, 0.0014, 0.7402], [5.7248, -0.2775, 1.8986], [4.3405, -0.1657, 1.8626], [3.1954, -0.4134, 3.1554], [3.8625, 0.7378, -1.3789], [6.3324, 0.5766, -1.3254], [7.5047, -0.0699, 0.7425], [6.2379, -0.5688, 2.8049], [2.5334, 5.7280, -2.2403], [2.1394, 4.9373, -0.7678], [2.1830, 5.6099, 0.4440], [1.8523, 4.9188, 1.5968], [1.4794, 3.5906, 1.5045], [1.4412, 2.9462, 0.3313], [1.7751, 3.6055, -0.7836], [2.4708, 6.6520, 0.4754], [1.8735, 5.4047, 2.5615], [1.1984, 3.0181, 2.3801], [1.7372, 3.0647, -1.7242]], "lumo_energy_ev": -3.6, "homo_ev": -11.087, "e_above_lowest_kcal_mol": 0.0, "total_charge": 1, "spin_multiplicity": 1}


(2)
{"formula": "C28H22F4N5O6S2Sn", "method": "ωB97M-V with the def2-TZVPD basis set", "species": ["Sn", "N", "C", "S", "N", "N", "C", "C", "C", "C", "C", "C", "C", "C", "C", "C", "C", "C", "N", "H", "H", "H", "H", "H", "H", "H", "H", "H", "H", "H", "C", "C", "C", "C", "C", "C", "C", "F", "C", "C", "C", "O", "C", "C", "N", "C", "C", "O", "O", "H", "H", "H", "H", "H", "H", "H", "H", "H", "H", "H", "F", "C", "F", "F", "S", "O", "O", "O"], "xyz": [[1.2436, 0.7561, -1.1141], [2.9215, 3.5182, 1.6925], [2.2682, 3.0339, 0.6303], [3.2268, 2.1055, -0.5260], [0.9902, 3.2922, 0.5145], [0.4744, 2.7160, -0.6062], [-0.2567, 3.3385, -1.4495], [-0.7574, 4.7081, -1.2668], [-1.4479, 5.0342, -0.1018], [-1.9241, 6.3223, 0.0717], [-1.6917, 7.2888, -0.8978], [-0.9891, 6.9687, -2.0514], [-0.5303, 5.6761, -2.2439], [-0.4811, 2.5958, -2.7275], [-1.3951, 2.9893, -3.6862], [-1.4615, 2.2805, -4.8768], [-0.6219, 1.1962, -5.0810], [0.2415, 0.8299, -4.0690], [0.3096, 1.5290, -2.9321], [3.8992, 3.3337, 1.8199], [2.4269, 4.0961, 2.3517], [-1.6127, 4.2776, 0.6533], [-2.4734, 6.5747, 0.9685], [-2.0580, 8.2963, -0.7533], [-0.7991, 7.7248, -2.8009], [0.0233, 5.4274, -3.1414], [-2.0408, 3.8333, -3.4939], [-2.1731, 2.5716, -5.6376], [-0.6465, 0.6229, -5.9959], [0.8907, -0.0332, -4.1483], [1.1552, -6.3115, 0.7137], [1.1841, -5.4577, 1.9709], [0.0317, -5.8038, 2.8981], [0.1126, -4.9859, 4.1738], [0.1442, -3.5216, 3.8413], [-0.3371, -2.5827, 4.7197], [-0.3249, -1.2280, 4.3882], [-0.8099, -0.3578, 5.2808], [0.1471, -0.7781, 3.1934], [0.6495, -1.7186, 2.2802], [1.1323, -1.2632, 1.0022], [1.0296, 0.0105, 0.7771], [1.6551, -2.2176, 0.1202], [1.6138, -3.5462, 0.5096], [1.1367, -3.9907, 1.6596], [0.6497, -3.0841, 2.5987], [2.2471, -2.0077, -1.2539], [2.6463, -2.9516, -1.8839], [2.3582, -0.7671, -1.7200], [1.0395, -7.3510, 1.0170], [2.0704, -6.2530, 0.1277], [0.3070, -6.0473, 0.0802], [2.1254, -5.6198, 2.5042], [0.0848, -6.8689, 3.1207], [-0.9153, -5.6213, 2.3820], [1.0179, -5.2571, 4.7257], [-0.7316, -5.1945, 4.8300], [-0.7433, -2.8839, 5.6770], [0.1282, 0.2707, 2.9395], [1.9986, -4.2727, -0.1879], [-4.1266, -0.7721, -1.6464], [-2.8758, -0.8828, -2.0699], [-2.6491, -2.1312, -2.4611], [-2.7036, -0.0699, -3.1219], [-1.7226, -0.4058, -0.7197], [-1.9510, 0.9884, -0.4672], [-1.9291, -1.3556, 0.3268], [-0.4006, -0.6131, -1.4271]], "lumo_energy_ev": -3.8, "homo_ev": -11.491, "total_charge": 1, "spin_multiplicity": 1}


(3)
{"formula": "C28H22N3O3S2SeSn", "method": "ωB97M-V with the def2-TZVPD basis set", "species": ["Sn", "O", "C", "C", "C", "C", "C", "C", "N", "H", "H", "H", "H", "H", "H", "H", "S", "C", "C", "C", "C", "C", "C", "N", "C", "C", "C", "C", "C", "C", "C", "C", "N", "C", "C", "C", "C", "C", "S", "C", "H", "H", "H", "H", "H", "H", "H", "H", "H", "H", "H", "H", "Se", "C", "O", "C", "O", "H", "H", "H"], "xyz": [[2.1716, -0.3630, -0.5196], [2.9890, -2.9070, -0.3612], [2.2871, -3.5250, 0.7055], [1.7844, -2.5203, 1.7083], [1.7599, -2.8979, 3.0139], [1.0578, -2.0676, 3.9628], [0.4851, -0.9276, 3.5703], [0.6038, -0.4223, 2.1627], [1.2813, -1.3497, 1.2209], [2.6786, -3.3003, -1.1929], [2.9370, -4.2374, 1.2218], [1.4272, -4.0720, 0.3079], [2.1784, -3.8511, 3.3032], [0.9588, -2.3949, 4.9924], [-0.0942, -0.3233, 4.2587], [-0.4103, -0.2087, 1.7840], [2.8265, 1.6993, 4.7619], [2.5928, 2.1818, 6.3844], [1.3403, 2.6788, 6.5819], [0.5612, 2.6706, 5.3974], [1.2325, 2.1752, 4.3098], [0.7555, 2.0401, 2.9329], [1.3304, 0.9512, 2.0518], [1.2798, 1.3034, 0.6403], [0.1245, 1.8704, 0.2478], [-0.6613, 2.6829, 1.0754], [-1.7925, 3.3403, 0.5545], [-2.2082, 3.1726, -0.7389], [-1.4981, 2.2742, -1.5752], [-1.9047, 1.9306, -2.8788], [-1.2123, 0.9923, -3.6028], [-0.0986, 0.3716, -2.9887], [0.2982, 0.6662, -1.7781], [-0.3553, 1.6220, -1.0722], [-1.6260, 0.5830, -4.9500], [-2.3861, 1.2799, -5.8500], [-2.6083, 0.5702, -7.0573], [-2.0111, -0.6539, -7.0537], [-1.1919, -0.9577, -5.5867], [-0.2043, 2.8399, 2.4414], [3.3789, 2.0587, 7.1109], [0.9812, 3.0243, 7.5408], [-0.4701, 2.9893, 5.3501], [2.3796, 0.7796, 2.3244], [-2.3468, 3.9993, 1.2153], [-3.0802, 3.6861, -1.1230], [-2.7995, 2.3896, -3.2844], [0.4590, -0.4141, -3.4801], [-2.7545, 2.2785, -5.6632], [-3.1770, 0.9559, -7.8909], [-2.0134, -1.3952, -7.8356], [-0.6288, 3.6321, 3.0494], [0.8185, -4.8578, -2.3589], [-1.8993, -3.4246, -2.4349], [-0.7932, -2.5407, -2.5222], [0.4802, -3.0217, -2.5349], [1.3461, -2.1562, -2.6137], [-2.7609, -2.8550, -2.7815], [-2.0522, -3.7369, -1.4007], [-1.7462, -4.3079, -3.0528]], "lumo_energy_ev": 2.0, "homo_ev": -3.746, "e_above_lowest_kcal_mol": 2.6, "total_charge": -1, "spin_multiplicity": 1}


(4)
{"formula": "C28H22N5O4Sn", "method": "ωB97M-V with the def2-TZVPD basis set", "species": ["Sn", "O", "C", "C", "C", "C", "C", "C", "C", "N", "C", "C", "N", "C", "C", "C", "C", "C", "C", "C", "O", "H", "H", "H", "H", "H", "H", "H", "H", "H", "H", "H", "H", "H", "H", "O", "C", "N", "C", "O", "C", "C", "C", "C", "C", "N", "C", "C", "C", "C", "C", "N", "H", "H", "H", "H", "H", "H", "H", "H"], "xyz": [[-0.3189, -0.0190, -0.3922], [1.7165, 0.8780, -2.0048], [2.9224, 1.1610, -1.9545], [3.7044, 1.2544, -3.1739], [5.0377, 1.5515, -3.1370], [5.6702, 1.7591, -1.9045], [4.9540, 1.6795, -0.7021], [3.6095, 1.3891, -0.6840], [2.9444, 1.3906, 0.6253], [1.7287, 1.1358, 0.9046], [1.4217, 1.3262, 2.3413], [-0.0810, 1.2963, 2.6385], [-0.8519, 1.7447, 1.4817], [-1.5853, 2.7672, 1.6518], [-2.4259, 3.4621, 0.6652], [-2.9911, 4.6496, 1.0651], [-3.7436, 5.4406, 0.1835], [-3.9444, 5.0460, -1.1443], [-3.4210, 3.8629, -1.5867], [-2.6598, 2.9974, -0.7034], [-2.2539, 1.8966, -1.1062], [3.1724, 1.0746, -4.0982], [5.6094, 1.6263, -4.0516], [6.7263, 1.9882, -1.8744], [5.4761, 1.8507, 0.2317], [3.6263, 1.6798, 1.4340], [1.8383, 2.2866, 2.6531], [1.9116, 0.5319, 2.9086], [-0.2950, 1.9016, 3.5246], [-0.3921, 0.2758, 2.8660], [-1.6073, 3.2498, 2.6363], [-2.8459, 4.9948, 2.0818], [-4.1647, 6.3714, 0.5375], [-4.5162, 5.6769, -1.8107], [-3.5672, 3.5028, -2.5957], [2.3461, -1.7445, 2.1180], [1.6634, -1.8583, 1.1284], [0.2960, -1.6104, 1.0313], [-0.4805, -1.8969, 2.1300], [-0.1536, -2.4971, 3.1292], [-1.9263, -1.4761, 1.9816], [-2.8757, -1.8819, 2.9024], [-4.1847, -1.4699, 2.7257], [-4.4989, -0.6626, 1.6392], [-3.4818, -0.2935, 0.7772], [-2.2252, -0.6946, 0.9499], [2.2804, -2.2720, -0.1799], [3.5147, -2.8993, -0.2159], [4.0149, -3.2879, -1.4462], [3.2693, -3.0204, -2.5863], [2.0565, -2.3649, -2.4473], [1.5615, -2.0046, -1.2683], [-2.5612, -2.5123, 3.7216], [-4.9545, -1.7744, 3.4217], [-5.5085, -0.3233, 1.4605], [-3.6708, 0.3408, -0.0801], [4.0464, -3.0716, 0.7090], [4.9685, -3.7929, -1.5194], [3.6145, -3.3173, -3.5664], [1.4559, -2.1174, -3.3149]], "lumo_energy_ev": [-5.2, -5.0], "homo_ev": [-11.116, -11.081], "total_charge": 1, "spin_multiplicity": 1}


Calculated total energy? In order: -94543.8172; -87498.5860; -132856.4094; -50858.5342 eV.
Molar mass? In order: 685.46; 783.35; 710.31; 611.23 Da.
Maximum force? In order: 1.50; 0.48; 0.35; 0.77 eV/A.